No. 1
DFT (the ωB97M-V functional and the def2-TZVPD basis) results for 9 unconnected molecules or ions with the total composition C43H106F2N7O19S2.

Cartesian coordinates (Å):
N1 -0.9273 -0.7329 0.2093
S1 -0.1265 -0.0903 -0.8913
O1 0.6215 -0.9335 -1.8340
O2 0.3706 1.2546 -0.5939
F1 -1.3929 0.2465 -1.8008
S2 0.4400 -0.9546 1.1835
O3 0.7973 0.1421 2.0516
O4 1.5108 -1.8961 0.7294
F2 -0.2933 -2.0603 2.1362
C1 7.8725 -5.0110 0.8479
O5 7.6624 -3.8929 -0.0505
C2 6.3033 -3.5647 -0.2217
C3 6.3220 -2.4574 -1.3229
N2 4.9625 -2.0951 -1.7753
C4 4.0350 -1.6263 -0.7518
C5 4.3574 -0.3445 0.0081
O6 4.6983 0.7770 -0.8580
C6 3.5613 1.3641 -1.5148
H1 8.9341 -5.2575 0.8643
H2 7.2444 -5.8842 0.6715
H3 7.5252 -4.6598 1.8196
H4 5.8066 -3.1624 0.6612
H5 5.6952 -4.3447 -0.6797
H6 6.8940 -2.7880 -2.1897
H7 6.7812 -1.5911 -0.8467
H8 5.0248 -1.3286 -2.4300
H9 3.8727 -2.4650 -0.0748
H10 3.0563 -1.5475 -1.2251
H11 5.2385 -0.5140 0.6270
H12 3.4752 -0.1144 0.6055
H13 3.9596 1.7097 -2.4687
H14 3.0565 2.1920 -1.0168
H15 2.8542 0.6377 -1.9152
C7 -3.3283 9.4065 7.1205
O7 -3.3408 9.0200 5.7555
C8 -2.8008 7.7450 5.4156
C9 -3.1908 7.3736 4.0249
N3 -2.4971 6.1560 3.6616
C10 -2.8402 5.8899 2.2772
C11 -2.3196 4.5195 1.7864
O8 -2.6585 4.3570 0.3936
C12 -2.2792 3.0374 -0.0909
H16 -2.3079 9.4548 7.5005
H17 -3.8528 8.7685 7.8318
H18 -3.6602 10.4346 7.2650
H19 -3.1753 7.0716 6.1866
H20 -1.7184 7.8657 5.4592
H21 -2.9393 8.1904 3.3483
H22 -4.2727 7.2505 4.0738
H23 -2.7977 5.3487 4.1888
H24 -2.5749 6.6846 1.5800
H25 -3.9300 5.8682 2.2736
H26 -2.7091 3.7218 2.4190
H27 -1.2366 4.4329 1.8741
H28 -2.9442 2.2260 0.2049
H29 -1.3518 2.7179 0.3844
H30 -2.2621 3.0169 -1.1806
C13 8.6242 2.1748 2.3960
O9 7.2920 1.9188 2.7483
C14 6.5155 3.0480 2.4899
C15 5.0032 2.6971 2.8014
N4 4.2282 3.8829 2.9905
C16 2.8635 3.4413 3.3527
C17 2.0602 3.2803 2.0083
O10 2.2909 4.4145 1.1519
C18 1.5062 4.3857 -0.0022
H31 8.7373 2.3980 1.3351
H32 9.3352 1.3580 2.5201
H33 8.9682 2.9707 3.0565
H34 6.7548 3.4091 1.4897
H35 6.8237 3.9013 3.0939
H36 4.8717 1.9545 3.5884
H37 4.7116 2.2628 1.8451
H38 4.2276 4.2995 2.0704
H39 2.2964 4.2156 3.8693
H40 2.8036 2.5354 3.9560
H41 1.0039 3.0672 2.1721
H42 2.3872 2.3565 1.5311
H43 1.4578 3.4403 -0.5425
H44 1.9196 5.1621 -0.6459
H45 0.4431 4.6080 0.0899
C19 0.6662 1.6549 6.8834
O11 0.7034 0.4723 6.1467
C20 -0.5927 0.1093 5.5288
C21 -0.6224 -1.3807 5.1179
N5 -0.9455 -2.3435 6.1257
C22 -1.1431 -3.7102 5.5540
C23 0.2154 -4.4813 5.4098
O12 0.6787 -4.7298 6.7375
C24 2.0052 -5.3770 6.7327
H46 0.5267 2.5308 6.2499
H47 1.6754 1.7150 7.2907
H48 -0.0091 1.5464 7.7321
H49 -0.8243 0.7069 4.6472
H50 -1.3946 0.3016 6.2416
H51 0.3374 -1.5929 4.6469
H52 -1.4482 -1.3843 4.4064
H53 -0.0974 -2.5448 6.6359
H54 -1.7556 -3.6762 4.6530
H55 -1.7475 -4.3782 6.1676
H56 0.8922 -3.8446 4.8401
H57 0.0990 -5.4182 4.8650
H58 2.5421 -5.1545 5.8106
H59 1.9337 -6.4617 6.8125
H60 2.5871 -4.9627 7.5560
C25 0.4922 -0.1396 -9.0094
O13 1.2793 -0.0781 -7.8550
C26 2.5005 0.6120 -8.1008
C27 3.3385 0.9811 -6.8027
N6 3.5759 -0.1561 -5.8977
C28 2.4435 -0.6093 -5.0897
C29 2.8715 -2.0120 -4.6083
O14 2.9707 -2.9697 -5.7285
C30 2.8901 -4.3682 -5.3952
H61 -0.4889 -0.5520 -8.7738
H62 0.9824 -0.7982 -9.7264
H63 0.3430 0.8108 -9.5219
H64 2.1408 1.5404 -8.5444
H65 3.0791 -0.0536 -8.7412
H66 2.8614 1.8148 -6.2874
H67 4.3197 1.3650 -7.0821
H68 3.8382 -0.9307 -6.4905
H69 1.4724 -0.6953 -5.5772
H70 2.1050 0.1160 -4.3498
H71 2.1046 -2.3918 -3.9331
H72 3.8037 -1.9865 -4.0439
H73 3.7150 -4.5324 -4.7019
H74 2.9684 -5.0786 -6.2181
H75 2.0552 -4.4751 -4.7027
C31 -5.0830 0.4658 -4.9864
C32 -5.7965 -0.3578 -3.9604
C33 -7.1691 -0.5840 -4.4205
C34 -7.8574 -1.7296 -3.6788
C35 -7.0548 -2.9858 -3.9407
C36 -5.6588 -2.9199 -3.3743
N7 -5.0560 -1.6554 -3.7586
O15 -3.8212 -1.5175 -3.1566
C37 -5.7543 -3.1387 -1.8397
C38 -4.8484 -4.1366 -3.9755
C39 -5.8935 0.4413 -2.6222
H76 -5.2910 0.1255 -6.0008
H77 -3.9952 0.4393 -4.9217
H78 -5.3984 1.5005 -4.8518
H79 -7.7740 0.2857 -4.1641
H80 -7.3960 -0.6860 -5.4818
H81 -8.9021 -1.7664 -3.9874
H82 -7.8716 -1.4451 -2.6267
H83 -7.0849 -3.3900 -4.9525
H84 -7.6622 -3.7273 -3.4217
H85 -4.7684 -3.1570 -1.3753
H86 -6.1398 -2.3129 -1.2418
H87 -6.3464 -3.9940 -1.5139
H88 -3.8416 -4.1814 -3.5603
H89 -5.3278 -5.0675 -3.6726
H90 -4.7535 -4.0156 -5.0546
H91 -6.3868 -0.0942 -1.8110
H92 -6.3392 1.4163 -2.8189
H93 -4.8659 0.5193 -2.2669
H94 -3.9676 -1.1859 -2.2677
C40 -4.1744 -1.1432 0.9223
C41 -3.9721 -0.0050 1.8981
O16 -2.6130 0.1050 2.2867
O17 -3.4951 -0.9328 -0.2690
H95 -5.2018 -1.2708 0.5814
H96 -3.8419 -2.0911 1.3456
H97 -4.5426 -0.2764 2.7864
H98 -4.3375 0.9038 1.4200
H99 -2.0624 -0.0396 1.5137
H100 -2.5510 -0.8398 -0.1218
C42 -1.6494 -3.7262 -1.3274
C43 -1.5711 -5.2782 -1.6755
O18 -2.7663 -5.9825 -1.3964
O19 -1.6388 -3.4089 0.0384
H101 -2.5270 -3.1654 -1.6488
H102 -0.8402 -3.2088 -1.8428
H103 -0.7556 -5.8168 -1.1929
H104 -1.4687 -5.3781 -2.7560
H105 -2.6402 -6.8820 -1.7074
H106 -1.5201 -2.4651 0.1674

Computed properties:
Charge   -1
Lowest unoccupied orbital energy   1.89 eV
HOMO   -6.118 eV

=====

No. 2
DFT (the ωB97M-V functional and the def2-TZVPD basis) results for a molecular structure, C27H38AgClGeO7.

Cartesian coordinates (Å):
Ag1 0.4873 -0.1783 0.1096
C1 -2.3833 -2.5815 2.9207
C2 -1.8649 -1.2295 2.4129
C3 -1.2760 -0.4601 3.5957
C4 -3.0363 -0.4405 1.8130
O1 -0.8640 -1.4274 1.4478
Ge1 -0.5471 -2.9816 0.2365
O2 -0.7716 -1.7853 -1.2221
C5 -1.6623 -1.8247 -2.3095
C6 -2.7739 -0.7875 -2.1075
C7 -0.8663 -1.5120 -3.5834
C8 -2.3038 -3.2106 -2.4473
O3 1.2509 -2.5223 0.1659
C9 2.4258 -2.9827 0.7857
C10 2.5124 -2.4194 2.2084
C11 2.4536 -4.5142 0.8203
C12 3.6117 -2.4720 -0.0385
H1 -3.1023 -2.4321 3.7274
H2 -1.5472 -3.1748 3.2976
H3 -2.8607 -3.1338 2.1087
H4 -2.0531 -0.2304 4.3277
H5 -0.8341 0.4688 3.2496
H6 -0.4922 -1.0488 4.0767
H7 -3.7583 -0.1786 2.5888
H8 -3.5333 -1.0408 1.0477
H9 -2.6656 0.4743 1.3489
H10 -2.3250 0.1817 -1.9013
H11 -3.3822 -1.0688 -1.2453
H12 -3.4222 -0.7140 -2.9843
H13 -0.2062 -0.6668 -3.3886
H14 -1.5266 -1.2701 -4.4191
H15 -0.2443 -2.3662 -3.8587
H16 -2.9232 -3.4244 -1.5736
H17 -1.5280 -3.9762 -2.5183
H18 -2.9274 -3.2533 -3.3424
H19 1.6597 -2.7687 2.7956
H20 2.4793 -1.3281 2.1689
H21 3.4385 -2.7297 2.6961
H22 1.6722 -4.8996 1.4798
H23 3.4230 -4.8691 1.1747
H24 2.2850 -4.9040 -0.1857
H25 3.5062 -1.3967 -0.1798
H26 3.6108 -2.9472 -1.0219
H27 4.5575 -2.6856 0.4633
C13 -0.7367 2.2889 -3.7928
C14 0.1196 1.9201 -2.5895
O4 -0.4420 1.4998 -1.5883
C15 1.5606 2.1092 -2.6838
C16 2.0879 3.0495 -3.5834
C17 3.4319 3.3236 -3.6517
C18 4.3059 2.6361 -2.7986
C19 3.8340 1.6965 -1.9235
C20 2.4501 1.3624 -1.8439
O5 2.1223 0.3680 -1.1034
H28 -1.7317 1.8757 -3.6442
H29 -0.3022 1.8945 -4.7111
H30 -0.8174 3.3734 -3.8841
H31 1.4092 3.6101 -4.2143
H32 3.8024 4.0790 -4.3323
H33 5.3677 2.8511 -2.8336
H34 4.5008 1.1635 -1.2578
Cl1 -3.8146 5.6603 2.7132
C21 -2.4147 4.6191 2.6420
C22 -2.1352 3.9452 1.4658
C23 -1.0146 3.1295 1.4082
C24 -0.1824 2.9959 2.5127
C25 -0.4851 3.6809 3.6822
C26 -1.6062 4.4931 3.7601
C27 1.0843 2.1415 2.4471
O6 1.8949 2.2571 3.3648
O7 1.2325 1.4394 1.3948
H35 -2.7797 4.0609 0.6044
H36 -0.7679 2.5878 0.5031
H37 0.1756 3.5660 4.5311
H38 -1.8424 5.0344 4.6663

Computed properties:
Charge   -1
Lowest unoccupied orbital energy (spin up / spin down)   2.64 / 0.55 eV
HOMO (spin up / spin down)   -5.467 / -5.338 eV
Multiplicity   2

=====

No. 3
DFT (the ωB97M-V functional and the def2-TZVPD basis) results for a molecular structure, C28H49F2HfN4O10S.

Cartesian coordinates (Å):
Hf1 0.3573 -0.5979 -0.0294
C1 0.6500 3.5783 -1.6565
C2 0.0100 3.9857 -0.3217
C3 -0.9016 5.2073 -0.6007
C4 -1.8162 5.6114 0.5301
C5 -2.7091 4.4151 0.8455
C6 -1.9029 3.1071 1.1189
N1 -0.8802 2.9379 0.1167
O1 -0.2522 1.7081 0.3027
C7 -2.9388 2.0068 1.1669
C8 -1.3526 3.4016 2.5482
C9 1.1423 4.4220 0.6161
H1 -0.1665 3.4449 -2.3650
H2 1.2628 2.7104 -1.4292
H3 1.2603 4.3949 -2.0517
H4 -1.3804 5.0633 -1.5778
H5 -0.1934 5.9854 -0.9238
H6 -2.4317 6.5109 0.4625
H7 -1.1122 5.8786 1.3270
H8 -3.4148 4.3846 0.0086
H9 -3.2998 4.5374 1.7567
H10 -3.3726 1.9301 0.1625
H11 -3.8084 2.2538 1.7827
H12 -2.6112 1.0052 1.4458
H13 -2.1569 3.2970 3.2747
H14 -0.7567 4.3112 2.6259
H15 -0.5327 2.7201 2.8076
H16 1.7057 3.5646 0.9960
H17 0.9076 5.0181 1.5055
H18 1.8602 5.0901 0.1291
F1 2.4938 -0.6184 0.1698
F2 -1.2851 -1.5684 0.9590
C10 -0.4503 -4.0663 -4.8276
C11 -0.0228 -2.9999 -4.0335
C12 -0.2509 -3.0824 -2.5416
O2 0.3555 -2.2397 -1.7665
C13 -1.0187 -4.0424 -1.9218
C14 -1.6172 -5.0468 -2.7599
C15 -1.2479 -5.1163 -4.2901
O3 -1.6619 -6.1132 -4.8775
O4 -2.4245 -5.8905 -2.3856
O5 0.7922 -2.1688 -4.5266
H19 -0.2499 -4.0911 -5.8903
H20 -1.1275 -4.1985 -0.8579
C16 1.8273 1.4741 3.8311
C17 0.8636 0.4168 3.3365
O6 0.7829 0.1100 2.1602
N2 0.2676 -0.2950 4.3002
C18 -0.6258 -1.3982 3.9350
H21 2.0333 1.4108 4.8961
H22 1.4713 2.4658 3.5614
H23 2.7268 1.2305 3.2622
H24 0.3304 -0.1422 5.2885
H25 -0.1965 -1.9826 3.1231
H26 -1.5032 -0.9739 3.4385
H27 -0.9506 -1.9599 4.8050
C19 -2.3414 0.3491 -3.5781
C20 -2.4413 -0.0921 -2.1533
O7 -1.4129 -0.1907 -1.4949
N3 -3.6261 -0.4209 -1.6433
C21 -4.0616 -0.9630 -0.3754
H28 -3.1710 0.0118 -4.2026
H29 -1.4341 -0.0836 -4.0006
H30 -2.2985 1.4332 -3.6897
H31 -4.4243 -0.2233 -2.2268
H32 -4.8461 -0.3388 0.0606
H33 -3.2986 -0.9872 0.3997
H34 -4.4218 -1.9698 -0.5897
C22 1.4753 1.5705 -4.1920
C23 1.8989 0.5455 -3.1612
O8 1.1809 0.3439 -2.1868
N4 3.0469 -0.0801 -3.4054
C24 3.5250 -1.1970 -2.6283
H35 1.4703 2.5822 -3.8008
H36 0.4675 1.3222 -4.5280
H37 2.0364 1.5253 -5.1283
H38 3.5096 0.1788 -4.2560
H39 4.3853 -1.6747 -3.0969
H40 2.7920 -2.0106 -2.7079
H41 3.6583 -1.0649 -1.5584
C25 3.3459 -3.3207 3.6754
C26 2.5111 -4.5699 4.0843
C27 1.3465 -4.5404 3.0905
S1 1.9430 -3.9481 1.4776
O9 1.2180 -2.7515 1.1248
O10 2.1109 -5.0123 0.5388
C28 3.5240 -3.3798 2.1662
H42 4.3344 -3.4854 4.1105
H43 2.9155 -2.4319 4.1329
H44 1.9889 -4.4748 5.0349
H45 3.0962 -5.4830 4.0173
H46 0.5171 -3.9028 3.3827
H47 0.9158 -5.5184 2.8664
H48 3.8625 -2.5550 1.5404
H49 4.2241 -4.1895 1.9399

Computed properties:
Charge   -1
Lowest unoccupied orbital energy   1.67 eV
HOMO   -3.046 eV

=====

No. 4
DFT (the ωB97M-V functional and the def2-TZVPD basis) results for a single C5H15N3O3Si molecule.

Cartesian coordinates (Å):
C1 2.6495 -1.2713 -2.4501
C2 0.4467 -2.0242 0.8148
C3 -2.2751 1.7311 -1.4752
C4 -2.4248 -0.2042 2.8319
C5 1.5282 1.7965 0.5011
N1 1.8184 -1.6135 -1.3122
N2 0.8635 -0.8431 -1.1846
N3 0.0943 -1.0483 -0.1209
O1 -2.2407 1.0112 -0.2892
O2 -1.3025 0.1720 2.0196
O3 0.1201 1.8556 0.3694
Si1 -0.9778 0.6830 0.5633
H1 2.5717 -0.1643 -2.8479
H2 2.5841 -2.0267 -3.2782
H3 3.7602 -1.2711 -2.1594
H4 -0.1744 -2.0356 1.6689
H5 0.5990 -2.9554 0.3318
H6 1.5453 -1.7356 1.1540
H7 -1.3433 2.3126 -1.7012
H8 -3.2311 2.3037 -1.3994
H9 -2.2813 0.9913 -2.4204
H10 -2.0027 -1.0081 3.5317
H11 -3.3652 -0.7005 2.1352
H12 -2.8579 0.7359 3.3662
H13 1.9590 2.7796 0.2614
H14 2.0889 1.1177 -0.3557
H15 1.8478 1.4117 1.4451

Computed properties:
SMILES   C/N=N/N(C)[Si](OC)(OC)OC
Lowest unoccupied orbital energy   0.69 eV
HOMO   -8.083 eV

=====

No. 5
DFT (the ωB97M-V functional and the def2-TZVPD basis) results for a single C4H10N2 molecule.

Cartesian coordinates (Å):
C1 -1.7355 -0.7378 0.1076
C2 -0.5122 -0.6574 -0.7869
C3 0.8594 -0.4050 -0.1066
C4 1.0066 1.0084 0.5454
N1 -0.0947 1.3249 1.3772
N2 1.9373 -0.6826 -0.9343
H1 -2.6062 -1.1132 -0.4360
H2 -1.5808 -1.4187 0.9527
H3 -2.0434 0.1953 0.5718
H4 -0.4592 -1.6556 -1.2072
H5 -0.6464 0.1531 -1.5076
H6 1.1791 1.7670 -0.2449
H7 -0.0311 2.3411 1.4967
H8 1.8885 1.0585 1.1938
H9 1.9764 -0.0318 -1.7227
H10 0.8621 -1.1466 0.7012

Computed properties:
Lowest unoccupied orbital energy   -2.83 eV
HOMO   -7.596 eV

=====

No. 6
DFT (the ωB97M-V functional and the def2-TZVPD basis) results for a molecular structure, C22H50N3P3PtSe.

Cartesian coordinates (Å):
Pt1 -0.4202 0.6618 -0.8252
P1 1.4237 1.3352 -2.0429
P2 -1.9987 2.5044 -0.8803
P3 -1.4558 -0.5480 -2.5463
H1 1.2719 -8.1548 2.9646
C1 1.4352 -8.4826 1.9347
C2 2.6673 -8.5615 1.4129
H2 3.5556 -8.3047 1.9965
C3 2.8088 2.0683 -1.1179
C4 1.0131 2.6629 -3.2488
C5 2.2422 0.0040 -3.0161
C6 -3.4993 2.2275 0.1323
C7 -1.2458 3.9982 -0.1644
C8 -2.5741 3.0430 -2.5367
C9 -0.8013 -2.2455 -2.7273
C10 -1.2595 0.1387 -4.2407
C11 -3.2598 -0.8166 -2.4223
H3 0.5552 -8.8001 1.3693
H4 2.8376 -8.9266 0.3964
H5 3.0302 1.4544 -0.2350
H6 2.5315 3.0791 -0.7987
H7 3.7079 2.1408 -1.7473
H8 0.6614 3.5533 -2.7076
H9 0.2349 2.3326 -3.9480
H10 1.9073 2.9372 -3.8280
H11 2.6420 -0.7373 -2.3086
H12 3.0775 0.4244 -3.5969
H13 1.5461 -0.4997 -3.7001
H14 -4.1058 3.1438 0.2097
H15 -3.1983 1.9167 1.1421
H16 -4.1126 1.4281 -0.3028
H17 -1.9302 4.8608 -0.1966
H18 -0.3273 4.2470 -0.7113
H19 -0.9488 3.7898 0.8737
H20 -3.2264 3.9255 -2.4505
H21 -3.1388 2.2463 -3.0368
H22 -1.7144 3.3191 -3.1612
H23 -1.1319 -2.6672 -3.6877
H24 -1.1635 -2.8730 -1.9039
H25 0.2941 -2.2337 -2.7048
H26 -1.8226 -0.4921 -4.9447
H27 -0.2076 0.1418 -4.5509
H28 -1.6593 1.1585 -4.2996
H29 -3.6283 -1.2196 -3.3784
H30 -3.7974 0.1135 -2.2010
H31 -3.4636 -1.5399 -1.6213
C12 -1.3786 -2.7088 0.8772
C13 -0.0313 -3.1169 0.7390
C14 0.3233 -4.4493 0.9792
C15 -0.6333 -5.3768 1.3846
C16 -1.9769 -4.9822 1.5322
C17 -2.3456 -3.6649 1.2658
Se1 -1.9462 -0.9150 0.6728
H32 0.5321 -0.6418 -0.9711
H33 0.7216 -2.3816 0.4486
H34 1.3729 -4.7569 0.8509
H35 -0.3386 -6.4111 1.5892
H36 -2.7256 -5.7006 1.8584
H37 -3.3831 -3.3483 1.3738
C18 1.0247 0.1948 3.9124
N1 1.4382 1.4959 3.4135
C19 2.4460 2.2024 4.1913
C20 0.9578 1.9323 2.2030
N2 0.6608 1.0662 1.2778
N3 0.8536 3.3414 2.0268
C21 0.1860 4.0912 3.1024
C22 2.0517 4.0310 1.5212
H38 1.3702 0.0736 4.9446
H39 1.4251 -0.6299 3.3014
H40 -0.0757 0.1110 3.8882
H41 2.8151 3.0651 3.6382
H42 2.0353 2.5454 5.1491
H43 3.2991 1.5378 4.3849
H44 0.8886 0.1071 1.5575
H45 0.8199 4.1933 3.9979
H46 -0.0595 5.0991 2.7386
H47 -0.7572 3.6036 3.3776
H48 1.8326 4.4981 0.5485
H49 2.3759 4.8327 2.2088
H50 2.8686 3.3082 1.3741

Computed properties:
Charge   +4
Lowest unoccupied orbital energy (spin up / spin down)   -10.78 / -15.17 eV
HOMO (spin up / spin down)   -16.345 / -18.947 eV
Multiplicity   5

=====

No. 7
DFT (the ωB97M-V functional and the def2-TZVPD basis) results for a single C2H4N2O2 molecule.

Cartesian coordinates (Å):
C1 0.5434 0.4222 -1.2601
C2 -0.5892 -0.2444 -1.0044
N1 0.8475 0.1710 0.4696
N2 -0.5407 -0.2627 0.3856
O1 0.9099 1.3034 1.2755
O2 -0.7915 -1.3642 1.2544
H1 1.3674 1.0284 -1.7195
H2 -1.2747 -0.8110 -1.5313
H3 0.1651 1.8838 1.4083
H4 -0.6373 -2.1266 0.7218

Computed properties:
SMILES   On1ccn1O
Lowest unoccupied orbital energy   0.75 eV
HOMO   -9.137 eV